(1)
C32H36N6O2RhSTe as an isolated structure in a non-equilibrium geometry, computed with ωB97M-V/def2-TZVPD.

ORCA input file:
```
! wB97M-V def2-TZVPD RIJCOSX def2/J DEFGRID3
* xyz 2 2
Rh 0.1185 -0.1362 0.3352
O -2.0679 0.8457 0.7570
C -3.0005 -0.1627 1.1076
C -2.7095 -1.3828 0.2789
C -3.6509 -2.3883 0.1123
C -3.3451 -3.4765 -0.6855
C -2.1177 -3.5127 -1.3326
C -1.2290 -2.4788 -1.1169
N -1.5093 -1.4530 -0.3020
H -2.1711 1.6050 1.3420
H -4.0221 0.1738 0.9117
H -2.9306 -0.4207 2.1716
H -4.6117 -2.3082 0.6008
H -4.0589 -4.2779 -0.8158
H -1.8508 -4.3249 -1.9922
H -0.2701 -2.4549 -1.6164
C 2.8899 -3.2656 3.9028
C 3.1233 -2.8522 2.5045
N 4.1780 -3.0878 1.8041
N 3.9599 -2.5133 0.5951
C 2.7672 -1.9195 0.5142
S 2.1230 -1.0800 -0.7975
N 2.2110 -2.1303 1.7408
N 0.9577 -1.6637 2.1063
H 3.7539 -3.8314 4.2400
H 2.0037 -3.8958 3.9870
H 2.7565 -2.3990 4.5518
H 4.6479 -2.6007 -0.1362
H 0.3770 -2.4258 2.4440
H 1.0230 -0.9553 2.8354
C 7.8759 1.2628 -5.1194
C 6.8009 1.5340 -4.1121
C 5.8537 2.5281 -4.3294
C 4.8220 2.7711 -3.4289
C 3.8362 3.8733 -3.7136
C 4.7938 1.9903 -2.2732
Te 2.9198 2.2965 -1.0112
N 1.1295 1.8094 0.0271
C 0.8970 2.1659 1.2891
O 0.3717 1.2988 2.0456
C 1.2208 3.5078 1.8167
C 1.3077 3.6801 3.1977
C 1.6288 4.9201 3.7202
C 1.8381 5.9972 2.8677
C 1.7177 5.8380 1.4939
C 1.4079 4.5964 0.9656
C 3.9914 2.3704 0.8101
C 3.7314 1.4042 1.7768
C 4.4197 1.4132 2.9746
C 5.3712 2.3968 3.2109
C 5.6209 3.3603 2.2493
C 4.9420 3.3672 1.0321
C 5.2525 4.4228 0.0115
C 5.7200 0.9806 -2.0060
C 5.6683 0.1204 -0.7751
C 6.7198 0.7752 -2.9469
H 7.8796 2.0144 -5.9046
H 7.7183 0.2864 -5.5805
H 8.8543 1.2442 -4.6404
H 5.9089 3.1389 -5.2214
H 3.9607 4.2460 -4.7270
H 3.9828 4.7102 -3.0287
H 2.8110 3.5184 -3.6075
H 1.1317 2.8282 3.8393
H 1.7137 5.0488 4.7903
H 2.0830 6.9688 3.2741
H 1.8489 6.6851 0.8344
H 1.2632 4.4753 -0.1012
H 2.9838 0.6440 1.5823
H 4.2247 0.6575 3.7240
H 5.9132 2.4154 4.1462
H 6.3555 4.1319 2.4405
H 5.5156 5.3616 0.4946
H 4.3928 4.5962 -0.6405
H 6.0970 4.1170 -0.6091
H 4.6420 -0.1873 -0.5674
H 6.0419 0.6671 0.0920
H 6.2890 -0.7652 -0.9016
H 7.4344 -0.0213 -2.7775
*
```

For the orbital gap (alpha / beta), the calculation gives 5.69 / 5.47 eV. The calculation puts the relative energy (zero: lowest compared OMol25 entry of this formula, charge and spin) at 84.3 kcal/mol. As for the LUMO energy (alpha / beta): -7.70 / -7.70 eV. For the calculated total energy, the calculation gives -2496.1385 a.u. The calculation puts the molar mass at 799.25 g/mol.

=====

(2)
One molecule with the formula CH3N in a non-equilibrium geometry, computed with ωB97M-V/def2-TZVPD.

ORCA input file:
```
! wB97M-V def2-TZVPD RIJCOSX def2/J DEFGRID3
* xyz 0 1
C -0.0102 -0.2292 -0.3263
N -0.4646 0.5094 0.5885
H 0.5496 -1.1720 -0.2326
H -0.2205 0.0638 -1.3643
H 0.1456 0.8280 1.3347
*
```

For the orbital gap, the calculation gives 9.98 eV. The calculation puts the relative energy (zero: lowest compared OMol25 entry of this formula, charge and spin) at 23.0 kcal/mol. As for the LUMO energy: 0.93 eV. For the calculated total energy, the calculation gives -94.5865 a.u. The structure (SMILES) is C=N. The calculation puts the molar mass at 29.04 g/mol.

=====

(3)
A 4-piece molecular cluster, C3H11NO3S overall in a non-equilibrium geometry, computed with ωB97M-V/def2-TZVPD.

ORCA input file:
```
! wB97M-V def2-TZVPD RIJCOSX def2/J DEFGRID3
* xyz 0 1
O 2.2479 1.2467 0.5269
C 1.2307 1.3774 -0.1547
N -0.0348 1.5359 0.2948
C -1.0822 1.2895 -0.5551
C -1.8967 0.0004 -0.2531
S -2.9405 0.2611 1.2601
H 1.3567 1.6930 -1.2288
H 0.9455 -0.6782 -1.5777
H -1.7680 2.1461 -0.5635
H -0.7467 1.2018 -1.6537
H -2.6139 -0.2189 -1.0308
H -1.0935 -0.6283 0.0529
H -2.8179 -0.9409 1.7270
H 2.6130 -1.3705 0.4878
H 2.4227 -0.1108 1.2859
O 2.7237 -1.0718 1.3994
H 0.4093 -1.8347 -0.7911
H 0.8375 -1.6629 0.6202
O 0.2071 -2.2348 0.1536
*
```

For the orbital gap, the calculation gives 4.73 eV. The calculation puts the relative energy (zero: lowest compared OMol25 entry of this formula, charge and spin) at 195.6 kcal/mol. As for the LUMO energy: -4.93 eV. For the calculated total energy, the calculation gives -799.2781 a.u. The calculation puts the molar mass at 141.19 g/mol.

=====

(4)
A 5-piece molecular cluster, C18H28O8 overall in a non-equilibrium geometry, computed with ωB97M-V/def2-TZVPD.

ORCA input file:
```
! wB97M-V def2-TZVPD RIJCOSX def2/J DEFGRID3
* xyz 0 1
O 2.1486 0.2517 0.9791
C 1.2646 -0.3703 0.4751
C 0.9436 -1.8123 0.7871
C -0.0934 -2.6193 -0.0859
O -0.3594 -3.9313 0.1351
C -0.9134 -1.9383 -1.1019
O -1.6164 -2.4553 -1.8909
C -0.6164 -0.5263 -1.3899
C 0.4996 0.2307 -0.6479
O 0.8586 1.5667 -0.9889
H 1.5606 -2.2183 1.6541
H 0.2996 -4.4553 0.7251
H -1.3004 -0.1113 -2.0519
H 1.3656 2.2127 -0.3819
C -3.2024 4.4347 0.2311
C -2.2054 4.8217 -0.8099
C -0.6814 4.5987 -0.5909
O -2.7254 5.4337 -1.8219
H -2.6984 3.9877 0.8621
H -3.9074 3.8207 -0.2139
H -3.6664 5.3707 0.8121
H -0.7134 3.7807 -0.1679
H -0.1264 5.3237 -0.0939
H -0.1264 3.9327 -1.2539
C 2.9066 -7.3163 0.6261
C 1.9246 -7.0893 1.8291
C 2.0436 -8.0473 2.9121
O 1.2406 -6.0913 1.9161
H 2.8286 -6.4023 -0.1889
H 2.8316 -8.2663 0.2221
H 3.8996 -7.2983 1.0331
H 1.2726 -7.7643 3.6961
H 2.9456 -8.1893 3.5291
H 1.8856 -9.2693 2.6281
C 4.0686 3.1587 2.0401
C 3.1676 3.8667 1.0851
C 3.1416 5.4387 1.0661
O 2.2976 3.3057 0.3131
H 3.7266 2.2247 2.2891
H 4.0006 3.6997 2.9371
H 5.1166 2.8747 1.5331
H 4.2426 5.9127 0.8251
H 2.7386 6.0127 2.0781
H 2.5516 5.7047 0.2371
C -3.9014 1.2607 -3.5959
C -3.9924 0.7647 -2.1459
C -4.7804 -0.5093 -1.8969
O -3.4774 1.3677 -1.2469
H -4.8754 1.3357 -3.9169
H -3.3544 0.5937 -4.1329
H -3.4334 2.1777 -3.4849
H -4.5274 -1.4233 -2.5969
H -5.9924 -0.3193 -1.7119
H -4.4864 -1.0443 -1.0449
*
```

For the orbital gap, the calculation gives 7.00 eV. The calculation puts the relative energy (zero: lowest compared OMol25 entry of this formula, charge and spin) at 44.0 kcal/mol. As for the LUMO energy: -1.25 eV. For the calculated total energy, the calculation gives -1304.2239 a.u. The structure (SMILES) is O=C1C=C(O)C(=O)C=C1O.CC(C)=O.CC(C)=O.CC(C)=O.CC(C)=O. The calculation puts the molar mass at 372.41 g/mol.

=====

(5)
An isolated ion of composition C6H8N4PS and charge +1 in a non-equilibrium geometry, computed with ωB97M-V/def2-TZVPD.

ORCA input file:
```
! wB97M-V def2-TZVPD RIJCOSX def2/J DEFGRID3
* xyz 1 1
H -2.4435 -2.0844 2.4948
N -1.9760 -1.5743 1.7575
C -0.7272 -1.4628 1.7999
S 0.3058 -2.0333 3.2019
C 1.5384 -0.9717 2.6665
N 1.3135 -0.3109 1.5854
C 0.1392 -0.6211 0.9710
C -0.0386 0.1391 -0.2141
N 0.4212 1.3985 -0.1956
C 0.4069 2.0471 -1.4829
C -0.5281 1.1109 -2.2465
N -0.4630 -0.1610 -1.4946
P -0.4756 -1.5206 -2.4598
H -0.4527 -2.4262 -1.3813
H 2.4615 -0.8781 3.2069
H 0.8887 1.7696 0.6177
H 1.4152 2.0938 -1.9134
H 0.0143 3.0607 -1.4003
H -1.5631 1.4690 -2.2255
H -0.2370 0.9558 -3.2875
*
```

For the orbital gap (alpha / beta), the calculation gives 5.23 / 3.14 eV. The calculation puts the relative energy (zero: lowest compared OMol25 entry of this formula, charge and spin) at 78.0 kcal/mol. As for the LUMO energy (alpha / beta): -6.10 / -7.29 eV. For the calculated total energy, the calculation gives -1191.6399 a.u. The structure (SMILES) is [H]\N=C1/SC=N/C1=C1\NCC\[N+]1=P\[H]. The calculation puts the molar mass at 199.20 g/mol.

=====

(6)
A 14-piece molecular cluster, C4H37NO13S overall in a non-equilibrium geometry, computed with ωB97M-V/def2-TZVPD.

ORCA input file:
```
! wB97M-V def2-TZVPD RIJCOSX def2/J DEFGRID3
* xyz 0 1
C 2.2418 0.8845 -0.9550
N 1.0757 1.7845 -1.0097
C 0.1076 1.4273 0.0948
C -1.1625 2.2161 -0.2143
S -2.5384 2.1603 0.9728
C -0.3430 -0.0753 0.1006
H 2.0553 -0.1125 -0.6181
H 2.7695 0.6817 -1.9670
H 3.0679 1.3898 -0.4240
H 0.6074 1.8705 -1.8990
H 0.6990 1.7453 0.9794
H -0.8816 3.2989 -0.2584
H -1.5435 2.0370 -1.2507
H -2.1949 3.5006 1.3841
H -1.4175 -0.1934 -0.1217
H 0.1646 -0.6858 -0.6189
H -0.0817 -0.7075 0.9848
H 1.2809 0.8964 2.6026
H 2.2592 -0.1304 1.8235
O 2.0613 0.3271 2.6333
H -2.3406 -4.2688 0.4722
H -1.3190 -3.1846 0.7483
O -1.7573 -3.6623 0.0217
H 2.9830 3.2672 1.0367
H 1.6412 3.0655 0.0539
O 2.0277 3.2834 0.9647
H 1.2973 3.2824 2.5699
H -0.0475 3.2585 3.4884
O 0.8052 2.8704 3.3086
H -3.8425 -2.2157 0.1329
H -4.8222 -1.0405 -0.2396
O -4.2575 -1.7374 -0.5890
H 3.9420 -1.4795 0.0407
H 4.5631 -1.1216 1.4353
O 3.7565 -1.2813 0.9549
H 3.3382 -2.4895 -2.0491
H 2.4664 -3.1658 -0.8406
O 3.3293 -2.9669 -1.1981
H -2.3993 0.1682 -3.0470
H -3.1990 1.1236 -3.5660
O -2.2171 1.0277 -3.5089
H -2.5257 -1.3603 -1.2938
H -2.9715 -2.1430 -2.6036
O -2.4792 -1.4049 -2.2391
H -0.6426 -2.0729 3.0521
H 0.2619 -3.1873 2.5047
O -0.6579 -2.8918 2.4957
H -0.8868 -0.9136 -3.0314
H -0.2071 0.3575 -3.5695
O -0.0337 -0.5859 -3.4053
H 0.6388 -0.0004 3.5774
H -0.5081 -0.1300 4.5838
O -0.2573 -0.4483 3.7128
H 2.0236 -2.0174 -3.6152
H 1.7076 -0.8035 -2.7492
O 2.4250 -1.2794 -3.1586
*
```

For the orbital gap, the calculation gives 9.41 eV. The calculation puts the relative energy (zero: lowest compared OMol25 entry of this formula, charge and spin) at 20.2 kcal/mol. As for the LUMO energy: 0.10 eV. For the calculated total energy, the calculation gives -1605.6018 a.u. The calculation puts the molar mass at 339.40 g/mol.

=====

Which of these has the lowest relative energy (zero: lowest compared OMol25 entry of this formula, charge and spin)? C4H37NO13S

=====

Which value of relative energy (zero: lowest compared OMol25 entry of this formula, charge and spin) does entry 1 give? 84.3 kcal/mol

=====

Look up the relative energy (zero: lowest compared OMol25 entry of this formula, charge and spin) of the sixth one. 20.2 kcal/mol